No. 1
This record from OMol25 describes a structure of composition C37H48N2O2P2PdSb. The level of theory is wB97M-V/def2-TZVPD.

Last column: Mulliken charge in e.
Positions of all 93 atoms, in Å:
Pd 0.0982 -0.1561 0.3286  0.644
C 3.0360 2.9602 -1.1931  -0.901
N 2.3690 1.9218 -0.4135  0.493
P 2.9785 0.2798 -0.3015  0.319
C 4.8056 0.6486 -0.3690  -0.457
C 5.5551 -0.0145 -1.3336  -0.385
C 6.9331 0.1645 -1.4219  -0.609
C 7.5741 1.0202 -0.5427  -0.392
C 6.8361 1.6939 0.4269  -0.730
C 5.4679 1.5047 0.5138  0.277
C 2.9719 -0.0090 1.5185  1.106
C 3.4423 -1.2432 1.9610  -0.698
C 3.5042 -1.5344 3.3151  -0.624
C 3.0852 -0.5966 4.2483  -0.555
C 2.6224 0.6386 3.8164  -0.706
C 2.5737 0.9337 2.4614  -0.509
P 0.6498 1.8924 -0.2884  0.174
C 0.2550 3.3862 0.6846  0.233
C 0.5091 4.6979 0.2793  -0.152
C 0.2436 5.7594 1.1303  -0.914
C -0.2936 5.5204 2.3898  -0.483
C -0.5834 4.2239 2.7868  -1.023
C -0.3150 3.1560 1.9388  -0.205
C 0.0732 2.3227 -1.9675  0.998
C 0.5957 1.6143 -3.0493  -0.670
C 0.0833 1.7894 -4.3231  -0.651
C -0.9788 2.6605 -4.5357  -0.580
C -1.5210 3.3515 -3.4639  -0.717
C -0.9961 3.1855 -2.1883  -0.650
H 4.0999 2.7548 -1.2865  0.462
H 2.9368 3.9240 -0.6871  0.199
H 2.6207 3.0591 -2.2004  0.293
H 5.0509 -0.6831 -2.0233  0.328
H 7.4997 -0.3648 -2.1784  0.385
H 8.6460 1.1636 -0.6045  0.365
H 7.3339 2.3614 1.1201  0.399
H 4.8974 2.0207 1.2783  0.360
H 3.7600 -1.9862 1.2364  0.323
H 3.8675 -2.5014 3.6421  0.396
H 3.1119 -0.8307 5.3054  0.353
H 2.2843 1.3757 4.5348  0.405
H 2.2208 1.9028 2.1343  0.440
H 0.8980 4.8901 -0.7137  0.453
H 0.4473 6.7748 0.8116  0.393
H -0.5029 6.3512 3.0533  0.366
H -1.0360 4.0358 3.7524  0.471
H -0.5984 2.1439 2.2179  0.306
H 1.3906 0.8954 -2.8803  0.329
H 0.4997 1.2295 -5.1517  0.419
H -1.3873 2.7875 -5.5308  0.361
H -2.3604 4.0198 -3.6155  0.417
H -1.4382 3.7198 -1.3562  0.429
C -4.1477 2.1180 0.2080  -1.377
C -4.4294 0.7509 -0.4306  2.703
C -4.8408 -0.2666 0.6421  -1.252
C -5.5070 0.8765 -1.5153  -2.003
C -3.1919 0.2868 -1.0827  -0.573
N -2.2300 -0.0451 -1.6171  -0.413
H -5.0702 2.4861 0.6636  0.500
H -3.8218 2.8361 -0.5486  0.267
H -3.3816 2.0156 0.9783  0.159
H -5.6110 0.1818 1.2735  0.425
H -3.9902 -0.5422 1.2698  0.011
H -5.2550 -1.1651 0.1772  0.386
H -6.4412 1.2016 -1.0519  0.432
H -5.6805 -0.0805 -2.0095  0.397
H -5.2184 1.6097 -2.2702  0.387
O -2.2422 0.7313 2.6158  -0.680
C -1.7191 -0.3997 2.6647  -0.259
O -2.1681 -1.4953 2.2499  -0.643
H -0.7022 -0.4450 3.1461  0.359
C 2.5461 -3.9769 -0.6434  -0.733
C 1.0534 -4.1243 -0.9191  -1.004
Sb -0.1621 -2.7815 0.2564  0.222
C -0.3704 -4.0153 1.9993  -0.843
C 0.5633 -3.5915 3.1259  -0.868
C -2.0418 -3.2949 -0.6380  -0.475
C -2.3267 -4.7866 -0.7531  -1.192
H 3.1490 -4.6431 -1.2681  0.444
H 2.7828 -4.2081 0.3990  0.251
H 2.8774 -2.9527 -0.8323  -0.017
H 0.7171 -5.1452 -0.7226  0.445
H 0.8335 -3.9061 -1.9676  0.448
H -0.2175 -5.0608 1.7169  0.596
H -1.4085 -3.8766 2.3001  0.381
H 1.6143 -3.6891 2.8428  0.162
H 0.4087 -4.1893 4.0294  0.412
H 0.3936 -2.5450 3.3853  0.056
H -2.0779 -2.7963 -1.6074  0.514
H -2.7727 -2.7957 0.0017  0.109
H -1.5875 -5.2976 -1.3747  0.267
H -3.3073 -4.9735 -1.2020  0.423
H -2.3228 -5.2722 0.2253  0.289

The net charge is -1. The frontier orbital gap is 0.2358 hartree. Its energy above the lowest of the compared OMol25 structures with the same formula, charge and spin is 0.094 eV.

No. 2
This record from OMol25 describes a structure of composition C37H49BIN8O4S4Tl. The level of theory is wB97M-V/def2-TZVPD.

Last column: Mulliken charge in e.
Positions of all 105 atoms, in Å:
Tl 0.7753 -1.2920 2.7328  2.224
C -2.9831 -3.6777 -0.4402  -1.917
C -2.7595 -2.2738 0.0156  -0.025
C -3.7915 -1.4483 0.3060  -0.633
C -3.5263 -0.1593 0.8245  -0.001
N -2.3128 0.2703 0.9484  -0.654
N -1.2749 -0.5135 0.6277  0.524
B 0.0957 0.1305 1.0242  -1.501
N -0.1840 1.6402 1.3649  0.412
N -0.4035 2.3005 0.2167  0.329
C -0.7072 3.5532 0.2143  0.146
C -0.8446 4.2724 1.4345  -1.033
C -0.6397 3.6350 2.6043  0.281
C -0.7734 4.3382 3.9143  -1.947
C -0.2792 2.2241 2.5976  0.708
S -0.0060 1.4215 4.0202  -0.165
C -0.9268 4.2252 -1.1313  2.978
C -2.3830 4.7018 -1.2192  -1.670
C 0.0185 5.4266 -1.2587  -2.010
C -0.6466 3.2504 -2.2708  -2.388
N 1.0281 0.1983 -0.2298  0.454
N 0.4168 -0.1379 -1.3688  -0.178
C 1.0393 -0.0705 -2.4999  0.181
C 2.3884 0.3654 -2.5580  -0.907
C 3.0086 0.7708 -1.4251  0.178
C 4.4231 1.2515 -1.4272  -2.063
C 2.2737 0.7484 -0.1774  1.189
S 2.9110 1.3764 1.2340  -0.452
C 0.2815 -0.5389 -3.7340  2.502
C -1.1844 -0.8073 -3.3950  -1.766
C 0.9225 -1.8474 -4.2105  -1.821
C 0.3639 0.5183 -4.8401  -1.752
C -1.4112 -1.8026 0.2057  0.767
S -0.0935 -2.8094 -0.0807  0.022
C -4.6363 0.7686 1.2956  2.411
C -5.5093 0.0148 2.3074  -1.827
C -4.0435 2.0004 1.9788  -1.833
C -5.4822 1.2009 0.0918  -1.713
H -4.0507 -3.8794 -0.5406  0.447
H -2.5409 -4.3672 0.2809  0.319
H -2.4786 -3.8622 -1.3908  0.262
H -4.8123 -1.7929 0.1882  0.284
H -1.1142 5.3229 1.4268  0.274
H -1.0597 5.3801 3.7608  0.388
H 0.1675 4.2862 4.4646  0.340
H -1.5105 3.8328 4.5398  0.358
H -2.6228 5.4114 -0.4245  0.359
H -3.0656 3.8544 -1.1290  0.078
H -2.5653 5.1927 -2.1793  0.503
H -0.1519 6.1601 -0.4687  0.355
H -0.1320 5.9250 -2.2203  0.471
H 1.0581 5.0999 -1.1962  0.359
H -1.2798 2.3664 -2.1968  0.176
H 0.3883 2.9054 -2.2456  0.217
H -0.8319 3.7483 -3.2276  0.614
H 2.9208 0.3839 -3.5035  0.279
H 4.8401 1.2103 -2.4348  0.470
H 5.0295 0.6429 -0.7526  0.309
H 4.4791 2.2683 -1.0370  0.334
H -1.2678 -1.5883 -2.6391  0.037
H -1.7110 -1.1231 -4.3006  0.524
H -1.6678 0.0861 -2.9979  0.242
H 0.8577 -2.5942 -3.4178  0.220
H 1.9769 -1.7044 -4.4640  0.300
H 0.4085 -2.2284 -5.0977  0.514
H -0.0757 1.4602 -4.5070  0.197
H -0.1849 0.1760 -5.7216  0.472
H 1.3942 0.7135 -5.1460  0.322
H -4.8962 -0.3467 3.1348  0.288
H -6.0011 -0.8483 1.8534  0.309
H -6.2863 0.6800 2.6952  0.483
H -3.4083 1.7066 2.8158  0.338
H -4.8558 2.6337 2.3482  0.578
H -3.4301 2.5820 1.2885  -0.046
H -5.9195 0.3394 -0.4191  0.319
H -4.8709 1.7473 -0.6305  0.227
H -6.2986 1.8519 0.4163  0.463
C 2.9030 -4.6406 -3.0551  -1.849
C 3.1258 -4.1913 -1.6361  1.101
C 3.4612 -2.8775 -1.3348  -0.188
C 3.6534 -2.4700 -0.0211  -0.380
C 3.5152 -3.3955 0.9977  0.137
C 3.1678 -4.7113 0.7206  -0.577
C 2.9725 -5.0988 -0.5911  -0.890
S 3.8682 -2.9478 2.6708  0.918
O 2.7944 -3.7956 3.4649  -0.501
O 5.1218 -3.5428 3.0758  -0.767
N 3.6475 -1.4646 2.7022  0.216
C 4.0432 -0.6846 3.8719  -0.900
C 3.0204 -0.6349 5.0255  0.709
O 3.4451 -0.2020 6.0986  -0.846
O 1.8280 -1.0047 4.7790  -0.649
H 3.1840 -3.8636 -3.7655  0.324
H 1.8515 -4.8843 -3.2236  0.288
H 3.4890 -5.5356 -3.2756  0.540
H 3.5545 -2.1512 -2.1341  0.220
H 3.8881 -1.4446 0.2347  0.422
H 3.0351 -5.4130 1.5321  0.461
H 2.6804 -6.1201 -0.8095  0.331
H 4.1879 0.3427 3.5332  0.229
H 4.9915 -1.0270 4.2915  0.404
I -2.0845 -1.8837 3.8660  -0.547
N 0.6005 -4.4579 3.4232  -0.515
C 1.3462 -3.4759 3.2262  0.001
H 1.1343 -5.2815 3.7155  0.274

The net charge is -2. The frontier orbital gap is 0.2141 hartree. Its energy above the lowest of the compared OMol25 structures with the same formula, charge and spin is 0.539 eV.

Which of these has the highest frontier orbital gap?
C37H48N2O2P2PdSb

Which formula does entry 2 have?
C37H49BIN8O4S4Tl